The following is a DFT calculation (ωB97M-V/def2-TZVPD) of a 9-piece molecular cluster, C33H83NO9 overall at a distorted geometry.

The SMILES is CC1(C)CCCC(C)(C)N1O.CC(C)O.CC(C)O.CC(C)O.CC(C)O.CC(C)O.CC(C)O.CC(C)O.CC(C)O. The LUMO energy is 0.0228 hartree. The value obtained for the highest occupied orbital energy is -8.30 eV. The value obtained for the total energy is -55482.10961 eV.

ORCA input file:
```
! wB97M-V def2-TZVPD RIJCOSX def2/J DEFGRID3
* xyz 0 1
C 6.299 -3.450 1.416
C 5.204 -2.445 1.752
C 5.924 -1.188 2.253
C 4.325 -2.042 0.506
C 3.422 -3.201 -0.005
C 2.491 -3.589 1.169
C 3.215 -3.956 2.468
C 2.109 -3.993 3.550
C 3.851 -5.359 2.327
N 4.224 -2.894 2.752
O 4.747 -3.226 4.012
H 6.976 -3.177 0.647
H 6.885 -3.669 2.381
H 5.898 -4.442 1.335
H 6.685 -0.832 1.544
H 5.355 -0.324 2.457
H 6.386 -1.356 3.258
H 3.738 -1.179 0.829
H 5.028 -1.819 -0.259
H 2.820 -2.941 -0.863
H 4.059 -3.996 -0.293
H 1.899 -4.436 0.895
H 1.789 -2.765 1.365
H 1.263 -4.494 3.127
H 1.795 -2.956 3.765
H 2.415 -4.524 4.468
H 4.507 -5.631 3.168
H 4.373 -5.506 1.364
H 3.009 -6.085 2.372
H 4.453 -2.496 4.556
C -1.904 -4.486 -1.162
C -2.872 -3.377 -1.052
C -3.532 -3.255 0.263
O -2.291 -2.109 -1.326
H -1.415 -4.582 -2.149
H -2.518 -5.379 -0.987
H -1.124 -4.505 -0.406
H -3.689 -3.573 -1.737
H -2.814 -2.846 0.972
H -3.998 -4.098 0.736
H -4.351 -2.484 0.258
H -2.901 -1.350 -1.303
C 0.246 1.701 5.805
C 0.452 1.162 4.424
C 1.463 0.033 4.491
O -0.773 0.577 3.942
H -0.648 2.288 5.898
H 1.038 2.387 5.969
H 0.175 0.866 6.491
H 0.729 1.976 3.746
H 2.365 0.315 4.988
H 1.695 -0.359 3.547
H 0.874 -0.718 5.040
H -1.224 1.269 3.408
C 3.354 1.252 -5.031
C 2.848 0.427 -3.848
C 3.716 0.598 -2.567
O 1.437 0.730 -3.592
H 3.170 2.298 -4.852
H 3.060 0.944 -6.065
H 4.483 1.226 -4.954
H 2.837 -0.663 -4.071
H 3.238 -0.050 -1.802
H 3.844 1.604 -2.226
H 4.764 0.281 -2.711
H 1.074 -0.007 -3.062
C -0.281 4.668 -1.644
C 0.204 3.965 -2.926
C -0.141 4.787 -4.121
O 1.535 3.644 -2.791
H -1.229 5.125 -1.835
H 0.495 5.402 -1.417
H -0.419 3.918 -0.815
H -0.352 3.014 -3.033
H 0.390 4.326 -5.009
H 0.126 5.853 -3.917
H -1.219 4.712 -4.396
H 1.606 2.669 -2.993
C -6.033 1.409 -0.411
C -5.730 0.038 -1.016
C -6.555 -0.206 -2.272
O -4.346 -0.222 -1.118
H -7.099 1.535 -0.431
H -5.602 2.173 -1.019
H -5.567 1.535 0.607
H -6.057 -0.710 -0.293
H -7.569 -0.376 -1.882
H -6.163 -1.097 -2.857
H -6.622 0.682 -2.942
H -3.865 0.478 -1.528
C -3.549 2.661 2.464
C -2.556 3.743 2.758
C -2.837 4.446 4.059
O -1.261 2.998 2.805
H -3.202 2.246 1.527
H -4.578 3.022 2.238
H -3.599 2.009 3.355
H -2.312 4.375 1.883
H -3.839 4.921 4.073
H -2.134 5.167 4.338
H -2.775 3.715 4.873
H -0.482 3.532 2.915
C 1.392 0.578 0.104
C 0.145 -0.187 -0.081
C -1.176 0.494 0.378
O 0.118 -0.489 -1.493
H 1.496 1.477 -0.486
H 2.157 -0.091 -0.207
H 1.607 0.920 1.166
H 0.241 -1.118 0.528
H -1.246 0.627 1.455
H -2.019 -0.126 0.113
H -1.281 1.515 -0.097
H -0.614 -1.181 -1.539
C -4.114 1.759 -4.222
C -2.826 1.040 -3.963
C -1.758 1.541 -4.913
O -2.502 1.255 -2.611
H -3.988 2.874 -4.038
H -4.794 1.261 -3.542
H -4.251 1.624 -5.289
H -3.017 -0.059 -4.118
H -1.551 2.562 -4.657
H -1.902 1.520 -5.987
H -0.837 0.997 -4.746
H -1.615 0.926 -2.375
*
```